{
  "formula": "C4H6INO",
  "method": "ωB97M-V with the def2-TZVPD basis set",
  "elements": ["C", "C", "C", "N", "O", "C", "H", "H", "H", "H", "H", "I", "H"],
  "xyz": [[1.65917, -0.95550, -1.13060], [0.44152, -0.59608, -0.28845], [-0.16569, 0.68227, -0.16663], [-1.19818, 0.58229, 0.65705], [-1.10002, -0.68989, 1.22347], [-0.04910, -1.38493, 0.73656], [2.48718, -0.26528, -0.76351], [1.41928, -0.78854, -2.13460], [2.07264, -1.91814, -0.89875], [-0.09615, 1.58526, -0.89983], [0.00671, -2.46742, 1.02271], [-2.57690, 3.75606, 0.96902], [-2.90046, 2.45991, 1.67356]],
  "mulliken_charge": [-1.19, 0.51, -0.29, -0.08, -0.25, -0.25, 0.27, 0.33, 0.33, 0.28, 0.34, -0.11, 0.11],
  "de_lowest_kcal_mol": 65.0,
  "homo_lumo_gap_ev": 10.4,
  "smiles": "Cc1cnoc1.I",
  "homo_ev": -9.55
}

{
  "formula": "C4H6INO",
  "method": "ωB97M-V with the def2-TZVPD basis set",
  "elements": ["C", "C", "C", "C", "N", "O", "I", "H", "H", "H", "H", "H", "H"],
  "xyz": [[0.15771, 1.04082, 0.39598], [-0.46508, 1.16520, -1.85363], [0.58771, -1.15742, 1.86593], [0.20635, -0.45350, 0.50735], [-0.57960, 0.05246, -2.29774], [0.26550, 2.08561, 0.80408], [-1.05441, 3.18750, -2.39070], [-0.23593, -0.81846, 2.55238], [1.62426, -0.93276, 2.19786], [0.38837, -2.19491, 1.74002], [0.73746, -1.02175, -0.35730], [-0.81251, -0.75027, 0.15238], [-0.81982, -0.20253, -3.31662]],
  "mulliken_charge": [0.37, -0.12, -1.14, -0.36, -0.42, -0.24, -0.08, 0.30, 0.32, 0.36, 0.38, 0.38, 0.25],
  "de_lowest_kcal_mol": 90.7,
  "homo_lumo_gap_ev": [7.7, 7.7],
  "homo_ev": [-7.24, -7.25]
}

Q: What is the formula in the first record?
A: C4H6INO